This record from the Open Molecules 2025 dataset describes 2 unconnected molecules or ions with the total composition C4H11BO2 at a distorted geometry. The level of theory is ωB97M-V with the def2-TZVPD basis set.

Structure (ORCA input):
```
! wB97M-V def2-TZVPD RIJCOSX def2/J DEFGRID3
* xyz 0 1
C -1.4347 0.1043 0.6643
B -3.0537 0.1471 0.1764
O -3.5842 0.7537 -0.9748
O -3.8634 -0.3662 1.0819
H -1.1075 1.0965 0.9488
H -0.7359 -0.0590 -0.2209
H -1.3456 -0.8294 1.2252
H -4.4824 0.6037 -1.4223
H -4.7685 -0.4564 0.7726
C 2.0030 0.7192 0.7617
C 2.5963 -0.3447 0.1632
C 3.2523 -0.5039 -1.2181
H 1.5848 0.3303 1.6843
H 2.2003 1.7508 0.4598
H 2.4091 -1.3508 0.5972
H 4.4002 -0.2006 -1.3559
H 2.7304 0.2064 -1.9221
H 3.1994 -1.6011 -1.4215
*
```

E: -334.35810 a.u.
highest occupied orbital energy: -9.382 eV
LUMO: 0.3 eV
SMILES: CB(O)O.C=CC
ΔE to the lowest compared entry with this formula, charge and spin: 212.4 kJ/mol